Entry 1:
21
Properties=species:S:1:pos:R:3 method="wB97M-V/def2-TZVPD" homo_lumo_gap_ev="5.8 / 5.8" charge=-1
C 3.095 -1.050 -0.156
C 1.700 -0.516 -0.280
C 0.633 -1.142 0.279
C -0.793 -0.922 0.379
N -2.062 -1.103 -0.728
O -3.107 -1.696 -0.222
C -1.668 0.182 -0.133
C -2.624 0.804 0.865
C -1.042 1.143 -1.119
H 3.346 -1.716 -0.989
H 3.212 -1.619 0.767
H 3.824 -0.235 -0.156
H 1.587 0.346 -0.920
H 0.918 -2.012 0.876
H -1.196 -1.370 1.284
H -3.328 0.002 1.120
H -3.182 1.629 0.421
H -2.123 1.154 1.768
H -1.792 1.821 -1.527
H -0.599 0.578 -1.935
H -0.265 1.734 -0.630

***

Entry 2:
21
Properties=species:S:1:pos:R:3 method="wB97M-V/def2-TZVPD" homo_lumo_gap_ev=10.0 charge=+1
C -2.752 2.369 2.085
C -1.254 0.592 -1.902
C -1.258 -0.520 -1.147
C -2.218 1.468 -1.842
C -0.119 0.992 -2.925
C -0.069 -1.375 -1.073
C -2.427 -1.042 -0.270
N -2.315 1.684 1.273
O -2.936 2.327 -1.794
H 0.036 5.996 2.702
H -3.314 2.846 2.810
H 0.472 1.703 -2.350
H 0.655 0.142 -2.983
H -0.462 1.418 -3.799
H 0.579 -1.148 -1.888
H 0.476 -1.095 -0.090
H -0.145 -2.420 -1.077
H -3.139 -0.347 0.010
H -1.876 -1.315 0.734
H -2.938 -1.909 -0.670
H 0.575 6.335 2.137

***

Entry 3:
22
Properties=species:S:1:pos:R:3 method="wB97M-V/def2-TZVPD" homo_lumo_gap_ev=7.3 charge=+1
C 0.621 1.800 0.146
C -1.515 0.959 -0.109
C -2.913 0.970 -0.122
C 3.020 -0.619 0.417
C -1.087 -1.361 0.537
C 1.786 -0.511 -0.534
C -0.689 -0.254 -0.363
N 0.649 0.191 -0.104
O 1.643 2.406 0.219
O -0.737 1.975 0.264
H -3.241 0.085 -0.534
H -3.436 1.487 0.728
H -3.119 1.742 -0.990
H 3.753 -1.091 -0.225
H 3.394 0.347 0.849
H 2.681 -1.156 1.300
H -1.112 -2.390 0.103
H -0.283 -1.472 1.350
H -2.035 -1.167 0.901
H 1.435 -1.575 -0.836
H 2.139 0.000 -1.476
H -0.955 -0.363 -1.521

***

Entry 4:
22
Properties=species:S:1:pos:R:3 method="wB97M-V/def2-TZVPD" homo_lumo_gap_ev=10.3 charge=+1
C -2.073 -0.161 -0.078
C -1.375 1.992 0.809
C -0.014 -1.292 -0.349
C 0.601 0.094 -0.426
C 0.259 -2.069 0.934
C 1.639 0.490 0.544
C 0.632 0.720 -1.768
N -1.117 0.877 0.301
O -3.241 0.000 0.010
O -1.439 -1.203 -0.547
H -0.579 2.694 1.033
H -2.404 2.261 1.050
H 0.333 -1.884 -1.207
H -0.243 -3.030 0.872
H -0.122 -1.545 1.808
H 1.322 -2.249 1.053
H 1.359 0.285 1.574
H 1.917 1.535 0.436
H 2.526 -0.111 0.332
H -0.257 0.504 -2.358
H 1.486 0.300 -2.307
H 0.791 1.793 -1.715

***

Entry 5:
24
Properties=species:S:1:pos:R:3 method="wB97M-V/def2-TZVPD" homo_lumo_gap_ev="7.7 / 6.2" charge=-1
C 2.482 -3.065 0.705
C 1.986 0.507 1.162
C 1.853 -2.579 2.026
C 0.766 -0.360 0.949
C 0.686 1.032 -1.843
C -1.115 2.279 0.680
C -1.848 -0.321 -0.737
N 2.048 -2.716 -0.397
O 2.950 0.099 1.797
O 1.731 1.654 0.749
Si -0.277 0.730 -0.165
S 0.314 -1.676 1.805
H 3.413 -3.674 0.712
H 1.521 -3.239 2.776
H 2.413 -1.743 2.555
H 0.021 1.448 -2.711
H 1.424 1.715 -1.668
H 0.977 0.102 -2.226
H -1.373 1.903 1.778
H -0.472 3.086 0.603
H -1.969 2.667 0.111
H -1.682 -0.675 -1.686
H -2.004 -1.175 -0.015
H -2.658 0.328 -0.738

***

Entry 6:
25
Properties=species:S:1:pos:R:3 method="wB97M-V/def2-TZVPD" homo_lumo_gap_ev=6.0 charge=-1
C 2.912 -0.025 0.689
C 2.776 -0.550 -0.537
C 1.588 -0.243 -1.439
C 0.314 -0.326 -0.619
C -0.038 -1.670 0.055
C -1.453 -1.407 0.459
N -1.962 -0.536 -0.311
C -1.024 0.012 -1.280
H 2.651 1.014 0.871
H 3.224 -0.635 1.532
H 3.541 -1.211 -0.944
H 1.639 0.769 -1.858
H 1.536 -0.974 -2.252
H 0.327 0.383 0.224
H 0.661 -2.046 0.796
H -0.150 -2.496 -0.675
H -1.977 -1.885 1.274
H -2.907 -0.153 -0.241
H -1.208 -0.156 -2.344
H -1.149 1.109 -1.165
O -1.349 2.550 0.194
S -1.863 2.234 1.574
O -0.884 1.300 2.223
O -3.162 1.489 1.406
O -2.045 3.453 2.367

***

What did we get for electronic energy? Answer: -10988.07171, -10980.71716, -13028.78863, -13030.76991, -31750.24098, -27967.17495 eV, in the order shown.